# 1
Here is the molecule C2H4N3P at a distorted geometry from OMol25. Energies are from ωB97M-V with the def2-TZVPD basis set.

```
10
Properties=species:S:1:pos:R:3:nbo_charge:R:1
C 1.239 0.129 -1.257 -0.322
C 0.079 -0.545 -0.757 0.096
N 1.636 1.031 -0.366 0.030
N 1.303 1.470 0.630 0.122
N -0.416 -0.220 0.369 -0.782
P -1.912 -0.620 1.134 0.505
H 1.924 -0.212 -1.983 0.229
H -0.254 -1.368 -1.397 0.185
H -2.037 0.773 1.167 -0.022
H -1.561 -0.437 2.461 -0.040
```

As for the total energy: -584.11360 Ha. The value obtained for the HOMO energy is -8.56 eV. The energy above the lowest of the compared OMol25 structures with the same formula, charge and spin is 2.5860 eV. As for the multiplicity: 1. As for the LUMO energy: 0.18 eV.

***

# 2
Here is the molecule C23H29N3O4 from OMol25. Energies are from ωB97M-V with the def2-TZVPD basis set.

```
59
Properties=species:S:1:pos:R:3:nbo_charge:R:1
C -1.685 -1.831 1.761 -0.259
O -1.023 -2.276 0.602 -0.518
C 0.318 -2.057 0.507 0.389
C 1.066 -1.306 1.405 -0.340
C 2.438 -1.210 1.246 -0.137
C 3.095 -1.850 0.208 -0.084
C 4.594 -1.782 0.086 -0.406
C 5.038 -0.880 -1.081 -0.491
C 4.199 0.378 -1.172 0.709
O 3.363 0.495 -2.062 -0.672
N 4.382 1.361 -0.268 -0.424
C 5.289 1.348 0.852 -0.404
C 3.540 2.544 -0.367 -0.307
C 2.148 2.334 0.261 0.670
O 1.862 2.803 1.345 -0.623
N 1.344 1.608 -0.539 -0.619
C -0.013 1.310 -0.389 0.107
C -0.812 1.857 0.607 -0.228
C -2.163 1.569 0.654 -0.294
C -2.762 0.733 -0.292 0.238
N -4.133 0.495 -0.322 -0.468
C -4.627 -0.860 -0.460 -0.241
C -6.012 -0.817 -1.109 -0.073
O -6.903 -0.051 -0.331 -0.522
C -6.418 1.261 -0.172 -0.070
C -5.033 1.289 0.485 -0.246
C -1.942 0.180 -1.282 -0.270
C -0.596 0.461 -1.327 -0.164
C 2.333 -2.562 -0.712 -0.181
C 0.966 -2.663 -0.570 -0.279
H -2.706 -2.198 1.676 0.194
H -1.695 -0.738 1.824 0.190
H -1.227 -2.247 2.665 0.176
H 0.599 -0.793 2.230 0.227
H 3.002 -0.633 1.966 0.199
H 4.994 -2.784 -0.088 0.221
H 5.007 -1.419 1.028 0.205
H 6.101 -0.646 -1.004 0.220
H 4.872 -1.408 -2.022 0.239
H 5.983 0.516 0.789 0.212
H 4.732 1.284 1.790 0.207
H 5.866 2.276 0.861 0.204
H 4.029 3.367 0.155 0.223
H 3.419 2.796 -1.425 0.234
H 1.791 1.189 -1.356 0.443
H -0.372 2.505 1.347 0.251
H -2.751 2.000 1.450 0.214
H -4.727 -1.332 0.533 0.172
H -3.944 -1.457 -1.061 0.217
H -5.930 -0.386 -2.118 0.165
H -6.443 -1.817 -1.173 0.193
H -6.355 1.755 -1.155 0.165
H -7.148 1.784 0.449 0.193
H -5.112 0.899 1.513 0.173
H -4.684 2.321 0.515 0.216
H -2.368 -0.462 -2.037 0.211
H 0.021 0.030 -2.102 0.212
H 2.819 -3.054 -1.541 0.209
H 0.373 -3.226 -1.273 0.222
```

The SMILES is COc1ccc(CCC(=O)N(C)CC(=O)Nc2ccc(N3CCOCC3)cc2)cc1. As for the total energy: -1359.08353 Ha. The value obtained for the HOMO energy is -7.28 eV. The energy above the lowest of the compared OMol25 structures with the same formula, charge and spin is 1.5162 eV. As for the multiplicity: 1. As for the LUMO energy: 0.71 eV.

***

# 3
Here is a structure of composition C25H29N7O3OsS2 at a distorted geometry from OMol25. Energies are from ωB97M-V with the def2-TZVPD basis set.

```
67
Properties=species:S:1:pos:R:3:mulliken_spin:R:1
Os -0.941 0.363 -0.656 2.211
S -2.649 -0.594 0.532 0.113
C -1.790 -2.173 0.533 0.165
N -1.931 -3.074 1.475 -0.100
N -2.765 -2.885 2.436 0.295
C -2.854 -3.721 3.526 0.063
C -3.709 -3.347 4.577 0.105
C -3.739 -4.112 5.720 -0.055
C -2.944 -5.253 5.817 0.153
C -2.132 -5.647 4.752 -0.035
C -2.079 -4.891 3.605 0.089
N -0.996 -2.458 -0.490 -0.148
N -0.693 -1.532 -1.341 0.005
C -0.226 -2.075 -2.574 -0.006
C 0.413 -1.279 -3.527 0.012
C 0.878 -1.824 -4.708 -0.006
C 0.717 -3.177 -4.971 0.023
C 0.057 -3.977 -4.046 -0.010
C -0.422 -3.437 -2.872 0.004
H -3.381 -2.069 2.428 -0.026
H -4.329 -2.463 4.487 0.000
H -4.376 -3.825 6.545 0.000
H -2.953 -5.839 6.727 0.005
H -1.537 -6.546 4.829 0.000
H -1.462 -5.172 2.763 0.003
H 0.568 -0.224 -3.370 0.018
H 1.381 -1.194 -5.429 0.001
H 1.094 -3.600 -5.892 0.000
H -0.086 -5.031 -4.242 0.000
H -0.955 -4.053 -2.167 0.000
C 1.646 1.179 -1.747 0.037
C 2.552 1.617 -2.943 0.021
N 1.903 2.720 -3.618 0.009
C 1.707 3.834 -2.708 0.002
C 0.771 3.389 -1.530 0.013
N 0.387 1.980 -1.758 -0.015
C -0.337 1.926 -3.054 0.011
C 0.647 2.307 -4.206 0.012
H 2.147 1.378 -0.800 -0.005
H 1.428 0.108 -1.796 -0.016
H 2.712 0.800 -3.647 0.000
H 3.524 1.941 -2.573 -0.001
H 1.271 4.667 -3.258 0.000
H 2.675 4.153 -2.324 0.000
H -0.127 4.010 -1.501 -0.002
H 1.287 3.474 -0.575 -0.002
H -1.160 2.639 -2.999 -0.014
H -0.782 0.937 -3.210 0.037
H 0.237 3.125 -4.798 -0.001
H 0.818 1.461 -4.873 0.001
N -1.288 2.135 0.617 0.010
C -0.125 2.423 1.445 0.097
C 0.160 3.734 1.807 -0.006
C 1.300 4.014 2.543 0.076
C 2.093 2.948 2.922 0.176
C 1.849 1.636 2.576 0.055
C 0.699 1.375 1.846 -0.022
S 3.704 3.350 3.846 0.012
O 3.380 4.462 4.680 0.028
O 4.287 3.657 2.527 0.582
O 4.100 2.111 4.438 0.030
H -1.593 2.993 0.165 -0.003
H -2.058 1.861 1.226 0.008
H -0.495 4.542 1.500 -0.001
H 1.555 5.023 2.836 0.006
H 2.521 0.849 2.891 0.006
H 0.446 0.348 1.590 -0.021
```

As for the expectation value of S²: 6.1803. As for the total energy: -2465.32109 Ha. The value obtained for the HOMO energy (spin up / spin down) is -13.69 / -13.72 eV. The energy above the lowest of the compared OMol25 structures with the same formula, charge and spin is 0.0353 eV. As for the multiplicity: 5. As for the LUMO energy (spin up / spin down): -7.30 / -8.76 eV. As for the charge: +2.

***

# 4
Here is a cluster of 2 separate species, CH14N8 in total at a distorted geometry from OMol25. Energies are from ωB97M-V with the def2-TZVPD basis set.

```
23
Properties=species:S:1:pos:R:3:nbo_charge:R:1
C 0.851 0.934 -0.320 -0.096
N -3.305 1.433 0.455 -0.427
N 0.492 -1.331 0.760 -0.686
N -1.887 -1.393 -0.956 -0.628
N 2.288 0.860 -0.413 -0.430
N -2.167 0.962 0.731 -0.171
N 0.283 -0.423 -0.381 -0.170
N 2.874 0.056 0.626 -0.574
N -1.255 -0.211 -0.721 -0.195
H 0.510 1.479 0.560 0.203
H 0.537 1.438 -1.130 0.230
H -3.193 2.297 -0.139 0.409
H -4.171 1.403 1.007 0.438
H -0.191 -1.292 1.504 0.386
H 0.538 -2.269 0.315 0.411
H -1.838 -1.554 -1.950 0.390
H -1.546 -2.187 -0.318 0.385
H 2.595 0.671 -1.319 0.402
H -2.259 0.255 1.413 0.352
H 2.117 -0.759 0.783 0.459
H 3.825 -0.317 0.249 0.469
H 3.049 0.602 1.492 0.447
H -1.449 0.349 -1.518 0.395
```

As for the total energy: -483.67929 Ha. The value obtained for the HOMO energy (spin up / spin down) is -16.09 / -16.09 eV. As for the multiplicity: 1. As for the LUMO energy (spin up / spin down): -7.99 / -7.99 eV. As for the charge: +2.